[1]
{"formula": "C8H13N2O4P", "method": "ωB97M-V with the def2-TZVPD basis set", "homo_ha": -0.345, "de_lowest_kcal_mol": 0.0, "gap_ev": 9.36, "smiles": "C[C@@H](N)C(=O)N1CCCC(P(=O)=O)=C1O", "e_lumo_ev": 0.0, "species": ["C", "C", "C", "C", "C", "C", "C", "C", "N", "N", "O", "O", "O", "O", "P", "H", "H", "H", "H", "H", "H", "H", "H", "H", "H", "H", "H", "H"], "xyz": [[0.48578, 1.18373, -0.90868], [-1.51062, -0.24825, -0.08832], [2.15969, -0.65472, 0.03889], [2.82424, 0.68367, -0.32445], [0.84477, -0.53294, 0.83633], [1.86623, 1.52421, -1.12041], [-2.25471, -0.92963, 2.21093], [-2.06191, -1.40257, 0.76761], [-0.21779, 0.05981, 0.03917], [-3.32799, -1.87617, 0.25898], [1.37997, 3.32954, -3.21415], [-0.40641, 1.87911, -1.55137], [-2.27103, 0.35162, -0.84723], [3.80645, 2.70768, -2.56903], [2.35882, 2.62112, -2.40836], [1.95647, -1.20853, -0.88036], [2.85234, -1.24420, 0.64105], [3.12592, 1.20715, 0.58771], [3.72780, 0.50365, -0.90801], [0.54797, -1.52599, 1.17949], [1.01463, 0.10054, 1.71552], [-2.73722, -1.72553, 2.77301], [-1.30898, -0.68001, 2.68442], [-2.90094, -0.05454, 2.23000], [-1.36116, -2.24569, 0.73514], [-4.01821, -1.13417, 0.29852], [-1.32411, 1.47231, -1.46512], [-3.24999, -2.16119, -0.71128]], "atomic_forces_ev_per_a": [[-0.80, 0.39, -0.35], [-0.54, -0.46, 0.15], [-0.03, 0.13, 0.12], [0.15, -0.16, 0.08], [0.31, -0.43, 0.40], [-3.04, -1.88, 1.20], [0.14, -0.19, -0.20], [-0.13, 0.01, 0.01], [4.27, 3.13, -2.45], [-0.06, -0.16, 0.00], [-0.57, -0.08, 0.14], [-0.40, -0.21, 0.05], [-0.03, 0.21, -0.13], [0.26, -0.37, 0.44], [0.13, -0.01, 0.10], [0.02, -0.07, 0.00], [-0.03, -0.04, 0.00], [0.10, -0.04, 0.00], [0.02, -0.04, 0.10], [-0.01, 0.13, 0.01], [-0.04, -0.14, -0.01], [0.02, -0.02, 0.04], [0.06, 0.08, 0.08], [-0.05, 0.11, 0.01], [-0.02, 0.17, 0.04], [0.04, -0.02, -0.09], [0.30, -0.09, 0.19], [-0.05, 0.07, 0.07]]}

[2]
{"formula": "C8H13N2OS", "method": "ωB97M-V with the def2-TZVPD basis set", "homo_ha": [-0.343, -0.490], "spin_multiplicity": 3, "de_lowest_kcal_mol": 28.9, "gap_ev": [6.68, 7.01], "total_charge": 1, "e_lumo_ev": [-2.7, -6.3], "species": ["C", "C", "C", "C", "C", "C", "C", "C", "N", "N", "O", "S", "H", "H", "H", "H", "H", "H", "H", "H", "H", "H", "H", "H", "H"], "xyz": [[2.43069, 1.38086, -0.64983], [3.44044, 0.63332, -0.18654], [-0.01362, -1.71639, -0.18947], [-1.30160, 1.28738, -0.01774], [-1.57473, -0.05686, 0.69898], [0.14696, 1.69138, 0.06080], [1.30308, -0.37429, 0.39240], [-2.28871, -2.31172, -0.17119], [-1.20312, -1.32518, 0.02692], [1.13687, 0.77467, -0.59380], [0.48544, -2.67077, -0.63755], [3.03362, -0.93959, 0.44800], [2.31795, 2.44230, -1.04173], [4.51926, 0.78772, -0.08827], [-1.64127, 1.28814, -1.10884], [-1.77186, 1.98213, 0.51203], [-1.25715, 0.10347, 1.74533], [-2.69554, -0.29705, 0.91761], [0.40854, 2.57545, -0.47993], [0.35510, 1.86502, 1.06001], [0.91615, 0.09991, 1.37184], [-1.90722, -3.30418, -0.15103], [-2.88421, -2.12380, 0.61117], [-2.86921, -2.32825, -1.02756], [0.91413, 0.53635, -1.50160]], "atomic_forces_ev_per_a": [[-4.61, 6.08, -3.15], [6.79, -5.09, 3.09], [5.23, 2.32, 1.21], [1.50, -3.98, -3.88], [-2.62, -0.43, 0.65], [-0.54, 0.42, -2.77], [-3.51, -2.05, 0.56], [2.53, -0.43, -0.46], [-2.86, 1.57, 0.36], [1.40, -0.53, 4.76], [0.42, -1.80, -0.95], [-1.81, 2.17, -1.04], [1.05, -1.57, 0.73], [-0.73, 0.64, -0.48], [0.15, -0.04, 1.50], [-2.43, 3.10, 1.97], [0.68, -0.80, -0.35], [1.72, 1.37, -0.81], [-0.87, 1.15, -0.15], [1.24, 0.05, 1.87], [1.23, -1.27, -1.41], [0.66, -0.73, 0.50], [-2.49, 0.01, 2.89], [-0.76, 1.07, -2.20], [-1.37, -1.25, -2.42]]}

[3]
{"formula": "C8H13N3", "method": "ωB97M-V with the def2-TZVPD basis set", "homo_ha": [-0.500, -0.632], "spin_multiplicity": 3, "de_lowest_kcal_mol": 92.9, "gap_ev": [6.03, 4.29], "total_charge": 2, "e_lumo_ev": [-7.6, -12.9], "species": ["C", "C", "C", "C", "C", "C", "C", "C", "N", "N", "N", "H", "H", "H", "H", "H", "H", "H", "H", "H", "H", "H", "H", "H"], "xyz": [[-0.01368, 0.31134, -2.01430], [-0.69500, 1.42828, 0.39339], [1.25690, 0.16684, -2.21675], [0.25666, 0.95601, 1.13827], [-2.80676, -1.26654, 0.62649], [-1.31883, -1.10362, 1.09714], [2.65479, 0.10133, -2.24328], [1.44540, 0.90429, 1.88636], [-2.43013, -0.58069, 1.80409], [0.06869, -0.62731, -0.87812], [-0.47977, -0.08114, 0.34035], [-0.78595, 0.69885, -2.71410], [-1.47738, 2.03609, 0.23011], [-3.14480, -0.81047, -0.32585], [-3.21340, -2.31406, 0.79722], [-0.76395, -1.89116, 1.56367], [3.13422, 0.50734, -1.31428], [2.85969, 0.71423, -3.10509], [2.95037, -0.91130, -2.25921], [1.82867, -0.02476, 2.34128], [1.32525, 1.67557, 2.63738], [2.28505, 1.18749, 1.19000], [-2.62016, 0.48538, 2.02401], [-0.31586, -1.56198, -0.99877]], "atomic_forces_ev_per_a": [[1.51, -1.25, -0.07], [2.44, -3.35, 2.03], [-0.23, 2.33, -2.10], [-1.29, -1.13, -2.05], [0.43, -1.98, -0.02], [-0.34, 1.62, -0.74], [0.45, 1.12, 1.04], [2.64, 0.57, 0.45], [-0.71, 3.29, -0.63], [-2.44, -0.33, 0.67], [-1.64, 0.32, 2.23], [-0.06, -0.75, 1.08], [-2.37, 2.20, -1.11], [-0.19, 0.30, 1.00], [0.60, 1.06, -0.18], [0.24, -0.69, -0.04], [-0.40, 0.01, -0.72], [1.48, -0.04, -0.47], [0.74, -1.20, -0.72], [-0.95, 0.11, -0.20], [0.54, 0.23, 0.36], [-0.68, 0.13, 0.63], [0.39, -2.46, -0.28], [-0.16, -0.09, -0.17]]}

[4]
{"formula": "C8H13N3O2", "method": "ωB97M-V with the def2-TZVPD basis set", "homo_ha": -0.219, "de_lowest_kcal_mol": 54.0, "gap_ev": 6.58, "e_lumo_ev": 0.6, "species": ["C", "C", "C", "C", "C", "C", "C", "C", "N", "N", "N", "O", "O", "H", "H", "H", "H", "H", "H", "H", "H", "H", "H", "H", "H", "H"], "xyz": [[1.42901, -2.84339, 0.85336], [2.34556, -2.99441, -0.17551], [1.17310, -1.14439, -0.39907], [3.23226, 1.43714, 0.44789], [-0.57595, 2.15257, -0.64437], [-1.69002, 0.09873, -0.34375], [-0.27783, 0.84977, 1.43583], [0.81048, 0.15562, -0.79453], [0.72291, -1.67517, 0.72687], [2.14854, -1.91069, -0.98571], [-0.41565, 0.74846, -0.10329], [2.69611, 2.16792, 1.12768], [3.95745, 0.85168, -0.21697], [1.44565, -3.30120, 1.84380], [3.04240, -3.79838, -0.29883], [0.40860, 2.57361, -0.68190], [-0.85652, 2.07718, -1.78867], [-1.16729, 2.84942, -0.01617], [-1.69840, -0.98981, -0.02568], [-2.48591, 0.64348, 0.25566], [-1.86929, 0.26738, -1.32622], [-0.11382, -0.11629, 1.85733], [0.57747, 1.48498, 1.47808], [-1.24391, 1.24119, 1.56566], [0.93833, 0.42903, -1.81986], [2.58318, -1.88381, -1.89923]], "atomic_forces_ev_per_a": [[1.58, -0.21, 0.45], [-1.45, -0.87, 2.26], [-0.45, 0.89, 0.03], [1.39, -0.65, -1.37], [0.36, -0.18, -1.88], [-1.31, -1.48, 3.16], [0.60, 0.22, -2.73], [-0.35, 0.80, 0.39], [0.34, -0.87, -0.45], [0.19, -0.24, -0.59], [1.17, 0.25, 0.04], [-2.16, 1.99, 2.26], [0.79, -1.40, -1.03], [-0.20, -0.48, -0.64], [0.26, 0.11, -0.41], [0.68, 0.16, 0.20], [0.00, 0.19, 2.52], [-0.24, -0.95, -0.51], [0.32, 1.37, -0.54], [0.77, -0.67, -0.71], [-0.96, -0.21, -3.08], [0.03, -0.50, 0.07], [0.26, 0.65, 1.05], [-0.81, 1.01, 1.67], [-0.39, 0.41, -0.47], [-0.43, 0.68, 0.28]]}

[5]
{"formula": "C8H13N4O3", "method": "ωB97M-V with the def2-TZVPD basis set", "homo_ha": [-0.454, -0.434], "de_lowest_kcal_mol": 175.8, "gap_ev": [7.89, 6.78], "total_charge": 1, "e_lumo_ev": [-4.5, -5.0], "species": ["C", "C", "C", "C", "C", "C", "C", "C", "N", "N", "N", "N", "O", "O", "O", "H", "H", "H", "H", "H", "H", "H", "H", "H", "H", "H", "H", "H"], "xyz": [[-2.69401, -1.18114, -1.80425], [-1.34155, -1.37506, -1.62043], [-2.16076, -0.05012, -0.08321], [0.82887, -1.98233, 1.93971], [1.86551, -0.93463, 1.89288], [1.79631, 2.24371, -1.29353], [0.58813, 2.25011, -0.48010], [0.34322, -0.47940, -0.07942], [-3.17209, -0.37014, -0.85728], [-0.97804, -0.66833, -0.50843], [-2.29092, 0.83988, 0.98398], [0.55158, -0.66946, 1.33289], [-3.34884, 1.36156, 1.18623], [-1.27267, 1.06430, 1.67544], [1.33032, -1.05684, -0.82842], [-3.32900, -1.58596, -2.56484], [-0.64540, -1.98171, -2.16089], [0.90008, -2.81246, 1.24994], [0.31422, -2.19289, 2.86548], [2.12193, -0.38472, 2.78747], [2.66368, -1.03937, 1.17057], [1.63785, 1.80656, -2.27732], [2.09270, 3.28841, -1.46402], [2.64260, 1.77979, -0.78633], [-0.37475, 2.32390, -0.95546], [0.64155, 2.46030, 0.57376], [-0.12032, 0.00415, 1.81095], [1.40982, -0.65810, -1.70535]], "atomic_forces_ev_per_a": [[0.67, -0.14, -0.04], [-0.35, -0.25, -0.13], [-0.10, -1.25, -1.69], [0.21, -0.72, 0.30], [0.81, -0.19, 0.26], [0.42, 0.31, -0.18], [-0.29, -1.55, 0.49], [1.23, 1.72, -0.85], [-0.04, 0.64, 0.89], [-0.83, 0.12, 0.30], [-0.11, 0.79, 1.06], [-0.80, 0.56, -0.32], [0.15, -0.08, -0.12], [-0.21, 0.12, 0.15], [-0.66, -0.17, 0.62], [-0.08, -0.14, -0.20], [0.22, -0.08, -0.08], [-0.01, 0.13, -0.11], [-0.09, 0.14, 0.01], [-0.19, 0.07, -0.01], [-0.15, 0.03, -0.05], [0.07, -0.06, -0.08], [0.09, 0.00, -0.12], [0.02, -0.06, -0.05], [-0.22, 0.10, -0.01], [-0.04, 0.18, 0.11], [0.35, -0.41, -0.22], [-0.07, 0.18, 0.10]]}

[6]
{"formula": "C8H13N5O", "method": "ωB97M-V with the def2-TZVPD basis set", "homo_ha": -0.666, "de_lowest_kcal_mol": 0.0, "gap_ev": 7.29, "smiles": "C[NH+](C)[C@]1(C)N=C2[NH+]=CN=C2C(=O)N1", "total_charge": 2, "e_lumo_ev": -10.8, "species": ["C", "C", "C", "C", "C", "C", "C", "C", "N", "N", "N", "N", "N", "O", "H", "H", "H", "H", "H", "H", "H", "H", "H", "H", "H", "H", "H"], "xyz": [[-3.55816, 1.71051, 0.06046], [-2.35740, -0.01132, 0.20732], [-1.46407, 1.02942, -0.20123], [-1.72510, -1.34305, 0.28677], [0.47046, -0.35293, -0.50231], [0.69003, -0.45470, -2.00169], [2.41223, 1.00538, 0.61881], [1.69349, -1.21504, 1.66343], [-3.60806, 0.32837, 0.30018], [-0.21850, 0.95751, -0.33145], [-0.39775, -1.42191, -0.10572], [-2.34316, 2.13604, -0.28559], [1.79698, -0.41554, 0.31055], [-2.34592, -2.34055, 0.44978], [-4.39728, 2.30988, -0.20657], [1.43968, -1.30660, -2.26487], [1.13381, 0.60227, -2.39761], [-0.35732, -0.67760, -2.54964], [1.71729, 1.64543, 1.07651], [3.32398, 0.81082, 1.18700], [2.62732, 1.40263, -0.33450], [0.88017, -0.89850, 2.26009], [1.56235, -2.24991, 1.51228], [2.70820, -1.19519, 2.16633], [-0.12841, -2.33945, -0.38874], [-2.11779, 3.11765, -0.33960], [2.56295, -0.83361, -0.18998]], "atomic_forces_ev_per_a": [[1.59, -1.22, -2.17], [-0.70, -1.27, -0.24], [0.43, 0.58, 0.45], [-0.19, -1.21, -0.69], [-1.69, -0.12, 0.07], [0.76, 1.07, -2.75], [0.29, -2.11, -0.48], [2.26, 0.44, -0.69], [0.94, 0.77, 0.65], [1.16, 0.40, -0.24], [0.42, 1.11, 0.75], [-0.60, 0.43, 1.21], [-0.61, 1.47, 2.64], [-0.79, -0.65, 0.59], [-0.88, 0.49, 0.77], [-1.36, 1.44, 0.43], [-1.00, -2.71, 0.71], [2.56, 0.60, 1.31], [-0.88, 0.43, 0.98], [-0.28, 0.21, -0.02], [0.50, 0.57, -1.04], [-0.55, 0.90, 0.56], [-0.40, -1.18, -0.86], [-1.27, 0.69, -0.50], [0.05, -0.78, -0.10], [0.30, 0.29, -0.45], [-0.06, -0.63, -0.87]]}

Calculated total energy: -1064.4981; -895.0605; -475.7977; -627.2883; -756.8742; -660.9425 (Eh)
Strongest force on any atom: 5.829; 9.031; 4.613; 3.731; 2.282; 3.084 (eV/A)